Entry 1:
34
Properties=species:S:1:pos:R:3:forces:R:3 method="wB97M-V/def2-TZVPD" orbital_gap_ev=9.01 energy_ev=-20776.0548 multiplicity=1 e_lumo_ev=-2.93 charge=+1 relative_energy_kcal_mol=11.10
Rb 3.651079 -1.104011 -0.062555 -0.29 0.02 -0.39
C 0.567216 0.340266 1.416615 0.37 -0.49 0.43
C -0.690783 0.857752 0.741571 0.20 0.68 0.12
C -1.791915 1.073087 1.751318 -0.63 0.53 0.18
O -2.265503 -0.166508 2.214358 0.31 -0.34 -0.06
C -3.399104 -0.025639 3.027286 -0.58 0.03 0.16
N -0.451569 2.141093 0.044167 0.52 -0.40 -0.03
H 0.400013 -0.624095 1.906069 -0.09 -0.04 -0.18
H 0.917029 0.995520 2.221515 -0.17 0.24 -0.16
H 1.384535 0.252291 0.696390 -0.16 0.01 -0.10
H -1.038698 0.145479 -0.007241 -0.04 -0.05 0.02
H -2.606551 1.666101 1.308372 0.05 -0.28 -0.24
H -1.454342 1.703461 2.594071 0.25 -0.21 -0.01
H -4.224145 0.430003 2.463972 0.11 0.20 0.11
H -3.180924 0.561666 3.925836 -0.04 0.11 -0.07
H -3.765121 -0.999508 3.350004 0.33 -0.14 -0.09
H 0.047047 2.764694 0.678416 -0.25 0.04 0.10
H 0.251093 1.930818 -0.663805 -0.20 0.11 -0.14
C 0.367980 -3.254075 -0.555395 -0.11 -0.52 0.06
O 1.363588 -2.721163 -1.037311 0.32 0.49 0.32
N -0.543188 -3.907889 -1.325548 -0.41 -0.12 0.08
N 0.107581 -3.309204 0.788102 -0.11 -0.10 -0.90
H -0.534299 -3.838471 -2.326156 0.37 0.15 0.00
H -1.381814 -4.300474 -0.933179 0.06 0.09 0.05
H 0.739112 -2.872483 1.426423 -0.04 -0.05 0.18
H -0.673819 -3.856749 1.100659 0.12 0.19 0.40
C 2.405764 1.727162 -2.689529 -0.44 0.09 0.11
O 2.606927 0.990096 -1.719502 0.01 -0.12 0.19
N 2.121347 3.049465 -2.546502 0.23 -0.08 -0.35
N 2.390624 1.238041 -3.955201 0.24 -0.10 0.06
H 1.876552 3.424006 -1.649649 0.24 -0.07 0.11
H 2.049303 3.651371 -3.346535 -0.18 0.02 0.04
H 2.308562 1.797091 -4.783883 -0.13 0.08 0.07
H 2.446429 0.240805 -4.053148 0.15 0.02 -0.05


Entry 2:
31
Properties=species:S:1:pos:R:3:forces:R:3 method="wB97M-V/def2-TZVPD" orbital_gap_ev=9.70 energy_ev=-38706.9674 multiplicity=1 e_lumo_ev=0.55 relative_energy_kcal_mol=0.00
C 2.101646 -1.181062 -1.702053 -0.47 -0.35 -0.60
C 0.983504 -4.351972 -1.128448 0.20 1.70 -0.63
C 1.770434 -2.244913 1.248610 -0.91 -0.24 1.19
C -0.336614 1.333797 0.398929 -0.14 -0.70 1.20
C -3.280112 2.189320 1.174433 1.83 1.35 2.23
C -0.586479 4.289014 1.116549 -1.73 -0.89 -0.06
N -0.564295 -1.933976 -0.411860 1.91 1.43 -3.20
O 0.987087 2.277033 -1.684409 0.34 0.76 -0.09
O -1.583009 2.700406 -1.171524 0.89 -0.15 0.14
Si 1.080740 -2.401276 -0.528864 1.13 -0.96 0.01
Si -1.578429 2.734799 0.543772 0.29 0.29 -0.39
S -0.271761 1.624755 -1.387486 -1.26 -0.41 0.22
H 1.581359 -0.208476 -1.887999 0.35 -0.83 0.27
H 3.134154 -0.921774 -1.414709 -0.49 -0.19 0.62
H 2.292439 -1.611245 -2.707823 -0.52 0.00 0.39
H 1.579195 -5.038171 -0.522235 0.03 0.11 -0.11
H -0.088734 -4.648116 -1.071595 0.75 0.26 -0.03
H 1.314678 -4.413451 -2.210578 -0.35 -0.08 1.19
H 2.894697 -2.364225 1.313689 -1.41 -0.60 0.25
H 1.585713 -1.260213 1.734727 0.08 -0.13 -0.88
H 1.062230 -2.883330 1.954751 2.06 0.51 -1.30
H -0.632933 0.279643 0.620539 0.12 0.88 -0.35
H -0.953581 -1.417459 -1.192885 -0.27 -0.21 0.40
H 0.595330 1.533181 0.938224 0.12 -0.07 -0.52
H -4.047787 2.205076 0.502259 -1.74 0.02 -2.40
H -3.203925 1.187344 1.550480 0.16 -0.57 0.27
H -3.684913 2.819198 1.985481 0.47 -0.20 0.01
H 0.357350 4.228899 0.660554 1.34 -0.37 -1.00
H -0.993410 5.234020 0.812464 -0.53 0.45 -0.19
H -0.363805 4.355480 2.157307 -0.19 -0.14 1.02
H -1.150770 -2.112308 0.309700 -2.06 -0.65 2.32


Entry 3:
29
Properties=species:S:1:pos:R:3:forces:R:3 method="wB97M-V/def2-TZVPD" orbital_gap_ev=9.23 smiles="C=C(CC)CCN.O.O.O" energy_ev=-14161.4698 multiplicity=1 e_lumo_ev=0.33 relative_energy_kcal_mol=37.16
C 0.250759 2.068191 0.868715 0.40 -0.15 0.08
C -1.083184 1.393697 0.620481 -0.56 -0.02 0.28
C -1.269649 -0.083384 0.955684 0.51 0.45 -0.48
C -2.383534 -0.692219 0.563117 0.26 -0.59 -0.06
C -0.192869 -0.786576 1.765258 -0.26 -1.14 -1.58
C 0.071173 -2.252463 1.343081 0.60 0.33 -0.41
N 1.216069 1.866665 -0.213505 0.47 -0.19 -0.66
H 0.733222 1.740029 1.790989 -0.31 0.09 0.23
H 0.051026 3.137249 0.979272 0.11 0.05 -0.02
H -1.866292 1.946905 1.150995 0.08 0.09 -0.02
H -1.296382 1.522906 -0.442799 -0.13 0.05 0.00
H -3.257292 -0.204310 0.163514 0.15 0.41 -0.34
H -2.450859 -1.771268 0.555134 -0.20 -0.07 0.52
H -0.588415 -0.788122 2.746171 -0.05 0.11 1.33
H 0.770771 -0.305877 1.740273 0.08 0.56 0.13
H 0.985185 -2.307869 0.741559 0.04 0.17 0.10
H 0.253686 -2.892561 2.202992 -0.31 -0.17 -0.02
H -0.685748 -2.637473 0.669001 -0.31 -0.26 0.37
H 0.935893 1.207282 -0.931243 -0.48 0.12 0.19
H 2.117719 1.520679 0.089890 -0.09 0.19 0.30
H -1.176529 4.057761 -1.520218 -0.48 -0.11 -0.09
H -0.042902 3.556993 -2.292093 -0.04 -0.39 -0.31
O -1.009802 3.500249 -2.292062 0.55 0.45 0.46
H -0.231126 -2.205718 -3.306925 0.12 -0.18 0.04
H -1.157600 -3.450606 -3.307316 0.22 -0.12 0.04
O -1.140838 -2.496443 -3.389718 -0.35 0.29 -0.07
H 3.839997 -2.274827 -0.280047 0.07 -0.11 -0.29
H 4.497926 -0.992608 -0.880746 -0.05 -0.29 -0.08
O 4.109598 -1.376283 -0.089458 -0.04 0.42 0.36


Entry 4:
29
Properties=species:S:1:pos:R:3:forces:R:3 method="wB97M-V/def2-TZVPD" orbital_gap_ev=9.81 smiles=CC(C)[C@H](C)NCO.O.O energy_ev=-14162.4065 multiplicity=1 e_lumo_ev=0.53 relative_energy_kcal_mol=15.56
C 0.210786 1.083543 2.290461 -0.19 1.28 0.15
C -0.244368 0.318304 1.043255 1.08 0.06 -0.72
C -1.559321 0.797251 0.395073 -0.02 -0.78 0.27
C -2.249714 -0.397491 -0.259914 0.11 0.22 -0.43
C -1.395516 1.951053 -0.579907 0.76 -0.10 0.14
N 0.757891 0.180558 -0.021395 0.10 0.00 -0.17
C 1.927594 -0.567968 0.244554 -0.35 -0.47 -0.28
O 2.820327 -0.085600 1.219148 0.49 0.24 0.18
H -0.621634 1.644121 2.721649 -0.22 -0.25 0.13
H 0.604169 0.442953 3.073075 0.04 -0.22 0.03
H 0.956980 1.865893 2.125165 0.10 -0.27 -0.39
H -0.325744 -0.715023 1.384201 -0.67 -0.21 0.03
H -2.191794 1.114103 1.215815 -0.26 0.22 0.22
H -3.168089 -0.099435 -0.745461 -0.50 0.18 0.10
H -1.664309 -0.795246 -1.092490 0.27 -0.18 0.25
H -2.473005 -1.171808 0.471967 0.04 -0.13 -0.09
H -2.350622 2.215196 -1.026027 -0.01 0.33 0.17
H -0.726752 1.687075 -1.394201 -0.16 -0.31 -0.35
H -0.872883 2.785343 -0.105796 -0.51 0.30 0.09
H 0.911906 0.932506 -0.675418 -0.20 0.25 0.39
H 1.577200 -1.563471 0.488671 0.28 -0.47 0.73
H 2.479827 -0.702273 -0.683164 0.19 0.32 -0.07
H 2.622461 -0.445547 2.088361 -0.14 0.01 -0.11
H 0.301134 -2.089519 -0.634422 0.01 -0.05 0.04
H 1.103797 -3.386113 -0.979167 -0.18 0.28 0.04
O 0.407730 -2.791323 -1.286467 -0.11 -0.22 -0.27
H 1.806540 -0.594983 -3.303973 -0.02 -0.14 0.09
H 0.506344 -1.071101 -2.621753 0.24 -0.20 -0.05
O 0.849077 -0.540997 -3.351854 -0.17 0.33 -0.11


Entry 5:
30
Properties=species:S:1:pos:R:3:forces:R:3 method="wB97M-V/def2-TZVPD" orbital_gap_ev="6.18 / 2.95" energy_ev=-40385.2267 multiplicity=5 e_lumo_ev="-9.41 / -12.43" charge=+2
V 1.091712 -2.951317 0.258178 -1.94 1.95 1.16
O 0.513702 -1.008827 -0.153872 0.95 -1.60 -0.85
H -0.074998 -0.376767 -0.610452 -0.34 -0.73 0.99
C -1.538658 -1.423347 2.772938 0.29 -0.86 0.94
C -0.197328 -2.168507 2.957088 0.13 1.54 -0.72
O -0.100368 -3.369317 2.107328 0.92 0.44 -0.75
H -1.740038 -1.066717 1.762808 0.26 -0.15 0.05
H -1.630228 -0.599037 3.480208 0.47 0.21 -0.15
H -2.350948 -2.069777 3.105228 -0.11 -0.26 -0.28
H 0.161812 -2.319287 3.975118 -0.79 -0.80 0.14
H 0.639842 -1.571187 2.595898 -0.03 0.41 -0.40
H -0.724068 -4.042497 2.389148 -0.21 -0.32 -0.02
C -1.101468 3.209533 0.941148 -0.24 1.34 -0.52
C -1.019128 1.721923 0.984708 -0.62 -0.56 -0.05
O 0.165042 1.251443 1.585988 0.21 0.13 0.33
H -2.068848 3.600983 0.626458 -0.44 -0.58 0.17
H -0.472858 3.722653 0.213368 0.67 -0.41 0.14
H -0.933738 3.668493 1.915478 0.21 -0.27 0.07
H -1.103138 1.192943 0.035388 -0.03 0.51 -1.03
H -1.914788 1.323503 1.461318 -0.10 0.07 0.72
H 0.296202 0.373513 1.220428 0.33 -0.10 0.25
C 2.008882 0.416513 -4.614682 0.83 0.32 -2.15
C 1.266822 0.490223 -3.405362 0.37 -1.72 1.03
O 1.160152 -0.758567 -2.765562 0.72 1.18 -2.11
H 1.997782 1.381823 -5.120792 -0.19 0.02 -0.07
H 1.711612 -0.353007 -5.327122 0.17 -0.14 0.09
H 3.039232 0.308933 -4.275722 0.39 -0.44 -0.42
H 0.223362 0.803283 -3.441242 -1.24 0.57 -0.06
H 1.751802 1.285253 -2.838952 -0.32 0.34 1.40
H 0.942642 -0.672847 -1.834462 -0.33 -0.09 2.10


Entry 6:
29
Properties=species:S:1:pos:R:3:forces:R:3 method="wB97M-V/def2-TZVPD" orbital_gap_ev=7.21 smiles="C[Si](C)(C)P=O.C[SiH](C)C" energy_ev=-33620.4156 multiplicity=1 e_lumo_ev=-0.85 relative_energy_kcal_mol=0.53
C -2.184461 -3.205441 0.838928 1.02 0.56 0.19
C 0.023089 -0.972500 1.539875 1.17 -0.59 0.24
C -2.665566 -0.883950 3.036297 0.61 0.74 -3.08
C 0.580284 2.772339 -0.715214 0.01 -1.86 -0.61
C 1.619496 1.029424 -3.426216 -1.60 1.22 0.27
C 3.234099 1.222441 -0.720317 0.01 -3.28 -0.36
O -1.338358 -0.119394 -1.326109 1.74 -0.43 -2.29
Si -1.762993 -1.388838 1.307690 -2.29 0.21 1.07
Si 1.488847 1.128999 -1.490718 0.66 2.55 -0.33
P -2.507398 0.028229 -0.488121 -2.30 -0.15 2.47
H -1.958430 -3.773213 1.738250 0.22 -0.25 0.13
H -3.194630 -3.501332 0.570492 -0.12 0.47 -0.20
H -1.472728 -3.506344 0.057416 -0.30 -0.13 0.11
H 0.281240 0.055654 1.354773 -0.41 0.74 -0.06
H 0.319001 -1.149112 2.586684 -0.10 -0.18 -0.27
H 0.745164 -1.478606 0.886036 -0.34 -0.32 0.16
H -2.240015 0.083204 3.202922 0.70 0.79 0.39
H -3.701190 -0.599261 2.894473 -0.47 -0.70 0.11
H -2.449352 -1.476298 3.876579 -0.02 -1.00 0.98
H 1.262983 3.094903 0.102770 -0.66 0.29 -0.68
H 0.312708 3.518268 -1.488235 0.35 -0.08 0.75
H -0.373432 2.353027 -0.272231 0.97 0.68 -0.38
H 0.556082 1.451466 -3.735325 2.32 -0.64 0.10
H 2.484437 1.593004 -3.839085 -0.86 0.29 0.34
H 1.741992 0.063211 -3.908501 -0.32 -0.41 0.45
H 3.462214 2.213851 -0.384547 0.73 0.65 -0.68
H 3.262084 0.651699 0.241740 -0.19 0.14 -0.63
H 3.935211 0.591583 -1.432378 -0.83 1.96 1.43
H 0.539619 0.202991 -1.007928 0.31 -1.30 0.40


Entry 7:
31
Properties=species:S:1:pos:R:3:forces:R:3 method="wB97M-V/def2-TZVPD" orbital_gap_ev="3.63 / 4.53" energy_ev=-56230.7691 multiplicity=5 e_lumo_ev="3.33 / 3.29" charge=-1 relative_energy_kcal_mol=89.99
C -1.683838 -2.455259 0.088026 0.29 -3.46 5.27
Fe -1.625991 0.167396 -1.138790 0.54 -1.62 -0.47
N -3.364300 0.966880 -1.740939 -2.11 0.24 0.91
H -2.071710 -1.876177 -1.442348 -0.76 3.26 -4.24
H -3.856947 1.360103 -0.883802 0.62 -0.50 -1.74
H -2.321801 -2.657340 -0.983945 1.51 0.34 2.80
H -2.329998 -2.971078 0.930867 0.35 0.68 -0.70
H -1.420341 -1.448199 0.623404 -0.83 -1.13 -1.98
H -0.747558 -3.087994 0.260078 -0.51 0.57 -0.84
H -3.037095 1.697015 -2.373700 -0.53 -0.13 -0.01
H -3.945296 0.220496 -2.188738 0.78 1.12 0.43
C 2.585859 -0.986816 -1.250545 -0.34 0.17 0.45
N 2.089820 -0.202044 -0.133121 2.94 -1.30 0.68
C 2.541453 -0.645935 1.202081 -0.80 0.68 -0.64
C 0.992919 0.539718 -0.329329 -1.67 0.23 -1.21
S 0.457597 0.843189 -1.980312 0.03 0.72 0.26
N 0.485836 1.133811 0.796977 -1.00 0.73 1.09
C 1.318107 1.962892 1.696864 0.12 -0.08 -0.11
C -0.911292 1.575396 0.698333 1.25 0.68 0.66
H 3.540624 -1.344078 -0.890569 0.35 -0.47 -0.52
H 2.688144 -0.366170 -2.145586 0.14 -0.22 0.27
H 1.870790 -1.797303 -1.481270 0.35 -0.08 -0.10
H 3.140968 0.151860 1.684835 -0.16 -0.56 -0.02
H 1.707060 -0.923100 1.878797 0.24 0.16 -0.35
H 3.142580 -1.522629 1.024760 0.31 -0.25 0.28
H 0.773730 2.895713 1.841154 0.34 0.37 0.16
H 1.429343 1.472176 2.690815 -0.02 0.28 -0.49
H 2.347077 2.177468 1.309147 -0.98 -0.20 0.05
H -1.038086 2.358887 -0.083078 -0.15 -0.44 0.26
H -1.645864 0.723039 0.651269 0.15 0.21 -0.09
H -1.111792 2.038081 1.668667 -0.44 0.00 -0.05